{"formula": "C4H6N2O", "method": "the ωB97M-V functional and the def2-TZVPD basis", "species": ["C", "C", "C", "C", "N", "N", "O", "H", "H", "H", "H", "H", "H"], "xyz": [[-3.82, -0.84, 0.27], [0.09, 0.34, -0.50], [2.42, 0.07, 0.27], [1.49, 0.40, -0.85], [-1.02, 0.41, -0.22], [-3.07, -0.13, 0.88], [-4.47, -1.44, -0.42], [2.58, 0.76, 1.28], [3.39, 0.34, -0.29], [2.26, -0.94, 0.66], [1.46, -0.43, -1.64], [1.85, 1.40, -1.31], [-3.16, 0.06, 1.87]], "orbital_gap_ev": [7.5, 6.1], "total_charge": 2, "relative_energy_ev": 5.708, "homo_energy_ev": [-21.3, -21.1]}

{"formula": "C59H47Cl2LaN6O2Te2", "method": "the ωB97M-V functional and the def2-TZVPD basis", "species": ["La", "C", "C", "N", "C", "C", "C", "C", "C", "C", "C", "C", "C", "N", "C", "H", "H", "H", "H", "H", "H", "H", "H", "C", "C", "C", "C", "C", "O", "C", "C", "C", "C", "C", "C", "C", "O", "C", "C", "C", "N", "C", "C", "Te", "C", "C", "C", "C", "C", "C", "C", "C", "C", "C", "C", "C", "H", "H", "H", "H", "H", "H", "H", "H", "H", "H", "H", "H", "H", "H", "H", "H", "H", "H", "H", "H", "H", "H", "H", "H", "C", "C", "C", "C", "C", "C", "N", "N", "C", "C", "C", "C", "C", "N", "H", "H", "H", "H", "H", "H", "H", "H", "H", "Cl", "Te", "Cl", "C", "C", "C", "C", "C", "C", "C", "H", "H", "H", "H", "H", "H"], "xyz": [[0.31, 0.50, -0.93], [-1.89, 4.50, -2.19], [-1.54, 3.18, -1.93], [-1.12, 2.83, -0.74], [-1.03, 3.71, 0.25], [-1.38, 5.06, 0.06], [-1.85, 5.41, -1.19], [-1.25, 5.93, 1.18], [-0.80, 5.47, 2.39], [-0.54, 4.11, 2.61], [-0.33, 3.60, 3.88], [-0.15, 2.24, 4.03], [-0.06, 1.47, 2.88], [-0.25, 1.92, 1.59], [-0.54, 3.22, 1.52], [-2.23, 4.75, -3.15], [-1.54, 2.38, -2.70], [-2.01, 6.47, -1.44], [-1.47, 6.98, 1.06], [-0.70, 6.10, 3.25], [-0.31, 4.26, 4.77], [0.05, 1.72, 4.98], [0.17, 0.39, 2.94], [1.77, -5.77, 3.47], [1.53, -4.46, 2.78], [1.94, -3.23, 3.22], [1.72, -2.05, 2.53], [2.33, -0.88, 3.26], [2.18, -0.87, 4.48], [3.11, 0.13, 2.63], [3.72, -0.02, 1.39], [4.40, 1.04, 0.79], [4.46, 2.26, 1.41], [3.90, 2.38, 2.70], [3.24, 1.36, 3.32], [0.86, -2.00, 1.41], [0.40, -0.94, 0.89], [0.37, -3.25, 1.02], [0.73, -4.41, 1.62], [-0.67, -3.40, -0.09], [-1.86, -3.81, 0.09], [-2.44, -3.84, 1.42], [-2.69, -2.41, 1.82], [-3.94, -2.28, 3.51], [-2.72, -3.25, 4.89], [-1.32, -3.30, 4.84], [-0.59, -3.99, 5.82], [-1.26, -4.71, 6.79], [-2.68, -4.62, 6.88], [-3.39, -3.98, 5.90], [-0.16, -3.47, -1.50], [1.16, -3.48, -1.87], [1.48, -3.68, -3.18], [0.52, -3.81, -4.16], [-0.81, -3.73, -3.84], [-1.18, -3.54, -2.49], [0.84, -6.24, 3.85], [2.45, -5.55, 4.37], [2.25, -6.47, 2.75], [2.54, -3.17, 4.14], [3.60, -0.98, 0.90], [4.84, 0.95, -0.20], [4.96, 3.12, 0.95], [3.95, 3.33, 3.23], [2.81, 1.45, 4.30], [0.34, -5.37, 1.23], [-1.81, -4.40, 2.16], [-3.39, -4.43, 1.42], [-3.18, -1.83, 1.02], [-1.73, -1.90, 2.01], [-0.88, -2.73, 4.05], [0.49, -3.94, 5.80], [-0.74, -5.28, 7.53], [-3.14, -5.04, 7.76], [-4.43, -3.92, 5.92], [1.88, -3.42, -1.12], [2.50, -3.78, -3.50], [0.85, -3.86, -5.23], [-1.61, -3.77, -4.58], [-2.23, -3.54, -2.23], [-4.69, 2.09, 1.11], [-3.60, 1.32, 1.59], [-2.80, 0.60, 0.70], [-3.05, 0.60, -0.69], [-4.27, 1.19, -1.08], [-5.02, 1.99, -0.21], [-2.11, 0.05, -1.50], [-2.58, -0.05, -2.83], [-1.60, -0.19, -3.67], [-1.98, -0.30, -5.07], [-1.01, -0.51, -6.00], [0.35, -0.71, -5.55], [0.65, -0.52, -4.25], [-0.26, -0.24, -3.31], [-5.23, 2.77, 1.76], [-3.41, 1.41, 2.63], [-1.92, 0.08, 1.11], [-4.51, 1.03, -2.09], [-5.88, 2.51, -0.61], [-3.03, -0.20, -5.34], [-1.22, -0.59, -7.02], [1.16, -0.75, -6.29], [1.68, -0.60, -3.90], [2.93, -0.76, -1.64], [2.16, 3.26, -1.87], [0.56, 2.99, -6.24], [2.10, 3.67, -5.93], [2.56, 4.63, -6.82], [3.84, 5.16, -6.73], [4.67, 4.69, -5.72], [4.22, 3.73, -4.81], [2.90, 3.23, -4.89], [2.41, 2.30, -3.79], [1.91, 4.95, -7.62], [4.18, 5.86, -7.48], [5.71, 5.00, -5.65], [4.79, 3.46, -3.94], [3.08, 1.49, -3.62], [1.47, 1.97, -4.13]], "orbital_gap_ev": 4.3, "total_charge": -2, "relative_energy_ev": 0.000, "homo_energy_ev": -0.8}

{"formula": "C39H34BN5O4", "method": "the ωB97M-V functional and the def2-TZVPD basis", "species": ["O", "C", "C", "C", "C", "C", "C", "C", "C", "O", "C", "C", "C", "B", "O", "O", "C", "C", "C", "H", "H", "H", "H", "H", "H", "H", "H", "H", "N", "C", "C", "C", "C", "C", "H", "H", "H", "H", "H", "N", "C", "C", "C", "C", "C", "H", "H", "H", "H", "H", "N", "C", "C", "C", "C", "C", "H", "H", "H", "H", "H", "N", "C", "C", "C", "C", "C", "H", "H", "H", "H", "H", "N", "C", "C", "C", "C", "C", "H", "H", "H", "H", "H"], "xyz": [[3.96, 1.82, 1.33], [3.23, 1.35, 0.42], [1.65, 1.66, 0.32], [1.15, 3.09, 0.61], [-0.40, 3.32, 0.44], [-1.35, 2.15, -0.01], [-0.83, 0.70, -0.28], [0.69, 0.48, -0.11], [1.43, -0.93, -0.37], [0.98, -2.03, 0.03], [2.84, -0.80, -1.15], [3.17, -1.82, -2.27], [4.54, -1.61, -3.02], [4.86, -2.64, -4.23], [4.06, -2.50, -5.44], [5.87, -3.66, -4.23], [5.48, -0.42, -2.61], [5.14, 0.59, -1.47], [3.79, 0.39, -0.74], [1.85, 3.95, 0.91], [-0.89, 4.33, 0.65], [-2.46, 2.43, -0.14], [-1.54, -0.15, -0.63], [2.46, -2.68, -2.55], [3.36, -1.83, -5.23], [5.88, -4.00, -5.17], [6.45, -0.29, -3.19], [5.83, 1.47, -1.21], [-3.96, -1.12, -0.59], [-5.00, -0.65, 0.12], [-6.30, -1.11, -0.02], [-6.55, -2.10, -0.95], [-5.49, -2.60, -1.70], [-4.23, -2.08, -1.49], [-4.76, 0.13, 0.83], [-7.10, -0.69, 0.58], [-7.55, -2.49, -1.09], [-5.65, -3.38, -2.44], [-3.37, -2.45, -2.05], [-0.71, -0.67, 3.95], [-0.64, -0.31, 5.25], [0.52, 0.14, 5.86], [1.68, 0.22, 5.09], [1.63, -0.14, 3.75], [0.42, -0.57, 3.23], [-1.57, -0.40, 5.80], [0.52, 0.41, 6.90], [2.60, 0.57, 5.53], [2.51, -0.08, 3.13], [0.33, -0.86, 2.19], [-1.02, 4.64, 3.00], [-0.91, 5.91, 3.42], [-1.70, 6.47, 4.41], [-2.68, 5.67, 4.99], [-2.82, 4.36, 4.57], [-1.97, 3.89, 3.58], [-0.13, 6.49, 2.93], [-1.56, 7.50, 4.71], [-3.32, 6.07, 5.77], [-3.57, 3.71, 5.01], [-2.04, 2.87, 3.23], [-4.01, -0.17, 5.70], [-5.19, 0.33, 6.13], [-6.42, -0.12, 5.68], [-6.45, -1.14, 4.74], [-5.25, -1.67, 4.28], [-4.07, -1.15, 4.79], [-5.11, 1.12, 6.86], [-7.34, 0.31, 6.07], [-7.40, -1.52, 4.37], [-5.24, -2.47, 3.55], [-3.11, -1.54, 4.46], [5.87, -3.67, -8.14], [6.89, -3.57, -9.01], [6.79, -2.89, -10.22], [5.59, -2.29, -10.55], [4.52, -2.39, -9.66], [4.72, -3.08, -8.48], [7.81, -4.06, -8.72], [7.65, -2.84, -10.89], [5.48, -1.76, -11.48], [3.57, -1.93, -9.88], [3.92, -3.18, -7.75]], "orbital_gap_ev": 7.8, "total_charge": 0, "smiles": "O=C1c2ccccc2C(=O)c2cc(B(O)O)ccc21.c1ccncc1.c1ccncc1.c1ccncc1.c1ccncc1.c1ccncc1", "homo_energy_ev": -8.6}

{"formula": "C3H2O4Tl", "method": "the ωB97M-V functional and the def2-TZVPD basis", "species": ["H", "C", "C", "O", "C", "O", "O", "O", "Tl", "H"], "xyz": [[-2.09, 0.89, 0.79], [-0.31, 1.83, -0.15], [-1.18, 0.65, 0.22], [-0.65, -0.47, 0.34], [-1.00, -1.96, 2.68], [-1.97, -1.66, 3.26], [-0.61, -2.86, 2.01], [-0.15, 2.83, 0.46], [-1.31, -3.06, -0.40], [-0.96, 1.66, -1.19]], "orbital_gap_ev": 8.1, "total_charge": 1, "relative_energy_ev": 2.284, "homo_energy_ev": -13.5}

no.,F_max (hartree/bohr)
1,0.0692
2,0.0579
3,0.0893
4,0.1355